Entry 1:
DFT (ωB97M-V/def2-TZVPD) results for C3H7NO in the gas phase in a non-equilibrium geometry.

CARTESIAN COORDINATES (ANGSTROEM)
C (-1.104, -0.971, 1.204)
C (-0.971, 0.300, 0.318)
C (0.415, 0.396, -0.307)
N (0.765, -0.729, -1.075)
O (1.124, 1.368, -0.232)
H (-0.093, -1.344, 1.369)
H (-1.676, -1.705, 0.654)
H (-1.544, -0.774, 2.172)
H (-1.621, 0.282, -0.550)
H (-1.021, 1.237, 0.866)
H (0.085, -0.883, -1.816)
H (1.630, -0.564, -1.584)

Properties
Total energy: -6762.2693 eV
Structure (SMILES): CCC(N)=O

Entry 2:
DFT (ωB97M-V/def2-TZVPD) results for C3H7NO in the gas phase.

CARTESIAN COORDINATES (ANGSTROEM)
C (-1.087, 0.704, 0.314)
C (-0.577, -0.720, 0.107)
N (0.703, -0.776, -0.611)
C (1.684, 0.036, -0.107)
O (1.870, 0.188, 1.082)
H (-1.935, 0.685, 1.003)
H (-1.412, 1.163, -0.628)
H (-0.326, 1.360, 0.753)
H (-1.306, -1.282, -0.483)
H (-0.459, -1.240, 1.060)
H (0.635, -0.756, -1.618)
H (2.210, 0.640, -0.872)

Properties
Total energy: -6762.0342 eV
Structure (SMILES): CCNC=O

Entry 3:
DFT (ωB97M-V/def2-TZVPD) results for C3H7NO in the gas phase in a non-equilibrium geometry.

CARTESIAN COORDINATES (ANGSTROEM)
O (-0.472, -0.478, 1.699)
C (-1.075, 0.310, 0.711)
C (-0.322, 0.156, -0.625)
C (1.113, 0.312, -0.525)
N (0.334, -1.119, -0.789)
H (-0.198, -1.281, 1.219)
H (-0.992, 1.363, 1.011)
H (-2.151, 0.083, 0.621)
H (-0.815, 0.630, -1.479)
H (1.548, 0.378, 0.463)
H (1.639, 0.733, -1.385)
H (1.391, -1.087, -0.921)

Properties
Total energy: -6758.5006 eV
Structure (SMILES): OC[C@H]1CN1

Entry 4:
DFT (ωB97M-V/def2-TZVPD) results for 2 unconnected molecules or ions with the total composition C3H7NO in a non-equilibrium geometry.

CARTESIAN COORDINATES (ANGSTROEM)
C (0.716, -1.291, 1.441)
C (0.433, -2.583, 1.598)
H (1.174, -0.742, 0.626)
H (0.217, -0.617, 2.139)
H (0.886, -3.376, 1.014)
H (-0.474, -2.822, 2.141)
C (-0.541, 1.355, -1.838)
N (-0.508, 2.550, -1.208)
O (0.044, 0.358, -1.475)
H (-1.258, 1.229, -2.669)
H (-0.240, 2.438, -0.241)
H (-0.450, 3.500, -1.531)

Properties
Total energy: -6760.6150 eV
Structure (SMILES): NC=O.C=C

Energy relative to the best compared isomer or geometry (same formula, charge and spin) (computed, kJ/mol): 46.42, 69.10, 410.04, 206.03
Gap between HOMO and LUMO (computed, eV): 10.62, 10.75, 10.07, 10.47